One molecule with the formula C4H7N3S, computed with ωB97M-V/def2-TZVPD.

## Properties
structure (SMILES): C#C/C(=N\S)N(C)N
frontier orbital gap: 8.95 eV
energy relative to the best compared isomer or geometry (same formula, charge and spin): 4.289 eV
E_HOMO: -8.09 eV
max |F|: 0.036 Eh/bohr

XYZ file:
```
15
Properties=species:S:1:pos:R:3:nbo_charge:R:1
C -1.871 0.527 0.207 -0.410
C 0.517 -0.065 -0.127 0.310
C 0.840 1.344 -0.129 -0.107
C 1.188 2.479 -0.121 -0.146
H -2.088 0.419 1.231 0.186
H -1.650 1.566 -0.061 0.218
H -2.787 0.216 -0.300 0.215
H -0.702 -2.162 0.651 0.348
H -0.797 -2.236 -0.916 0.360
H 3.434 -1.858 0.125 0.121
H 1.531 3.492 -0.177 0.244
N -0.822 -0.401 -0.244 -0.248
N -1.169 -1.729 -0.128 -0.634
N 1.353 -1.029 -0.042 -0.608
S 3.023 -0.561 0.031 0.150
```